Here is a cluster of 11 separate species, C51H128N11O19 in total at a distorted geometry from the Open Molecules 2025 dataset. Energies are from ωB97M-V/def2-TZVPD.

Structure (XYZ):
```
209
Properties=species:S:1:pos:R:3:forces:R:3:mulliken_charge:R:1
C 19.51266 19.15016 20.57754 -0.30 1.87 -0.67 -1.739
C 19.07037 17.87864 21.12250 0.21 -2.32 0.68 0.506
N 18.68672 17.78742 22.63341 -0.23 0.22 -0.33 0.326
C 19.98268 18.00596 23.47299 -1.11 0.05 0.06 -0.792
C 17.67113 18.93420 22.94402 -0.80 -0.32 -0.44 -0.530
C 16.34672 18.77812 22.19153 -0.24 -0.17 -0.54 -1.028
C 18.03501 16.35547 22.79794 -0.72 0.18 0.79 0.156
C 17.28412 16.04024 24.15177 2.93 -0.48 0.13 -1.067
O 18.36900 15.75904 25.09656 -0.78 1.53 -1.19 -0.275
C 18.00528 15.68322 26.45258 0.39 0.00 0.00 -0.816
H 19.85470 18.95868 19.56046 0.23 -0.11 0.02 0.413
H 20.33575 19.64944 21.08877 -0.09 -0.05 0.05 0.320
H 18.63927 19.78666 20.43563 0.19 0.57 0.18 0.421
H 19.90142 17.19059 20.96743 0.05 -0.38 0.62 -0.025
H 18.26122 17.46692 20.51929 -0.38 0.07 0.40 0.089
H 20.79372 17.31520 23.24244 -0.49 -0.42 -0.22 0.237
H 19.63661 17.93789 24.50435 0.36 -0.08 -0.06 0.327
H 20.41094 18.98748 23.26971 -0.47 0.10 -0.13 0.465
H 18.10969 19.87804 22.62010 0.40 -0.27 0.10 0.521
H 17.38149 19.07684 23.98510 0.94 -0.71 0.32 0.443
H 15.53735 19.40061 22.57299 0.52 0.63 0.24 0.442
H 15.84292 17.81364 22.25519 0.58 -0.35 -0.15 0.209
H 16.49393 19.04868 21.14595 -0.24 -0.22 -0.09 0.249
H 18.82161 15.62178 22.62173 0.16 0.24 0.25 0.354
H 17.31446 16.20538 21.99397 0.15 0.37 -0.15 -0.102
H 16.78108 15.07378 24.18363 -0.69 0.22 -1.10 0.545
H 16.60812 16.85049 24.42490 0.11 0.05 0.37 0.351
H 17.33535 16.47490 26.78804 -0.08 0.21 -0.16 0.335
H 18.97219 15.81440 26.93835 -0.32 -0.36 0.56 0.263
H 17.53352 14.72178 26.65549 0.09 -0.13 0.30 0.283
C 14.69506 16.01790 12.14977 -0.59 0.33 -0.05 -1.272
C 13.90938 15.35250 13.33896 1.52 0.30 -0.69 -0.659
N 14.68695 15.50122 14.66677 -0.81 -0.65 -0.35 0.891
C 16.10072 14.95170 14.53136 0.15 0.37 0.05 -1.250
C 14.71085 17.02086 15.00965 0.15 -0.32 -0.46 -0.137
C 15.36894 17.30036 16.30318 0.65 0.44 1.85 -1.484
C 13.98135 14.65494 15.81370 -0.82 1.56 -0.13 -0.475
C 12.38352 14.60236 15.79592 1.53 1.12 -0.31 -1.145
O 11.80767 15.90546 15.83839 -0.01 -0.08 -0.35 -0.334
C 10.35268 16.02469 16.07511 0.98 -0.47 0.18 -0.767
H 14.88827 17.08473 12.26210 -0.30 0.04 0.34 0.342
H 14.12582 15.95622 11.22227 -0.42 -0.16 0.20 0.496
H 15.65878 15.60318 11.85419 -0.08 -0.60 0.61 0.219
H 13.77353 14.30020 13.08928 0.28 -0.16 0.38 0.407
H 12.90603 15.74450 13.50541 0.27 0.42 -0.06 0.562
H 16.74024 15.62008 13.95482 -0.37 0.39 0.16 0.325
H 16.17107 14.01174 13.98397 -0.74 -0.11 0.13 0.498
H 16.55507 14.82142 15.51355 -0.31 0.06 0.11 0.184
H 13.71034 17.43794 14.89510 -0.18 -0.54 0.35 0.481
H 15.30477 17.54391 14.26012 0.04 -0.54 -0.33 0.353
H 14.90388 16.97840 17.23493 -0.41 -0.31 -0.24 0.336
H 15.47683 18.37192 16.47121 -0.09 0.16 -0.42 0.485
H 16.38455 16.91080 16.37305 0.08 -0.09 -0.25 0.242
H 14.34590 15.12432 16.72743 -0.02 -0.25 0.03 0.027
H 14.39468 13.64756 15.76433 -0.12 0.05 -0.24 0.377
H 12.12574 14.05190 16.70072 -0.13 -0.37 -0.11 0.820
H 12.16208 14.06882 14.87158 -0.74 -0.24 0.11 0.387
H 9.93837 15.02336 16.19263 -0.16 0.11 0.10 0.345
H 9.83076 16.54749 15.27362 0.44 -0.17 -0.31 0.278
H 10.21633 16.62690 16.97335 0.09 -0.26 0.08 0.264
C 23.89584 10.21766 12.28575 0.02 -0.64 0.87 -1.200
C 22.51527 10.58968 12.73127 -1.68 -0.78 -0.35 -0.110
N 21.88703 9.59916 13.76034 -0.18 -0.68 1.39 0.587
C 22.70609 9.69732 15.06011 -0.83 0.18 -0.64 -1.698
C 20.40827 9.96418 14.02099 0.76 1.39 -0.75 -0.970
C 20.24019 11.32632 14.78992 -0.55 -1.35 -0.43 -0.200
C 21.90016 8.09384 13.43942 0.31 0.08 -1.42 -0.806
C 21.04656 7.67234 12.22442 0.37 0.48 -0.54 -0.818
O 21.40183 8.49520 11.11924 -0.11 -0.20 -1.34 -0.233
C 20.67991 8.19544 9.89684 -1.02 -0.78 0.27 -0.917
H 23.91278 9.21772 11.85223 -0.33 0.32 -0.80 0.339
H 24.55706 10.04726 13.13536 0.34 0.98 -0.02 0.073
H 24.20461 11.01060 11.60458 0.50 -0.33 0.14 0.441
H 21.84753 10.56606 11.87007 0.02 -0.34 0.00 0.445
H 22.35063 11.59094 13.12935 0.77 -0.15 0.58 0.354
H 22.79177 10.75774 15.29724 0.15 -0.18 0.19 -0.196
H 23.69145 9.26134 14.89553 -0.22 0.06 -0.04 0.858
H 22.15514 9.13824 15.81641 0.20 0.15 0.27 0.608
H 19.86537 9.09464 14.39143 0.43 0.17 0.79 0.473
H 20.02228 10.05366 13.00555 -0.11 0.29 -0.07 0.415
H 20.56079 12.18578 14.20117 0.53 -0.19 0.24 -0.001
H 20.67812 11.28432 15.78719 0.18 0.18 -0.24 -0.297
H 19.17545 11.50154 14.94401 -0.22 -0.26 0.00 0.607
H 21.63887 7.47054 14.29461 -0.45 0.63 0.35 0.472
H 22.94405 7.82198 13.28292 -0.01 0.20 -0.40 0.546
H 19.96685 7.72580 12.36397 -0.19 0.19 0.44 0.403
H 21.24204 6.62602 11.98969 0.26 -0.19 0.17 0.532
H 19.60806 8.32806 10.04397 -0.21 0.46 0.28 0.331
H 20.69838 7.16268 9.54874 0.72 -0.47 0.60 0.342
H 20.93375 8.72652 8.97945 0.73 0.74 0.76 0.320
C 28.43706 11.51206 19.19140 -0.66 1.01 0.62 -1.268
C 28.05460 10.07722 19.06200 -0.23 -0.43 -0.48 -0.367
N 26.48182 9.77130 18.89126 2.09 -1.25 0.64 0.383
C 26.42212 8.25296 18.55085 -1.34 0.90 0.18 -0.924
C 25.80196 10.06868 20.30487 -0.35 0.07 -1.10 -0.416
C 24.30436 9.78070 20.40747 0.32 0.53 -0.30 -1.073
C 25.82822 10.58506 17.77858 0.15 0.78 -0.44 0.945
C 26.23545 10.28830 16.30651 -1.07 -1.45 0.54 -1.441
O 27.59249 10.03542 16.22489 1.21 -0.13 -0.71 -0.308
C 28.01325 9.24724 15.10949 0.26 0.89 -0.97 -0.902
H 27.89967 11.99748 20.00607 0.09 -0.06 0.32 0.316
H 28.22877 12.16884 18.34680 0.32 -0.43 -0.37 0.317
H 29.49228 11.53948 19.46317 0.01 0.13 -0.22 0.434
H 28.46635 9.52870 19.90916 -0.95 -0.10 0.49 0.582
H 28.63961 9.63911 18.25334 -0.87 -0.02 -0.47 0.421
H 27.01982 8.00010 17.67511 -0.01 0.45 0.15 0.253
H 25.36331 8.07788 18.36012 0.00 -0.19 -0.27 0.412
H 26.67245 7.58590 19.37576 0.36 0.61 0.26 0.346
H 25.94623 11.13340 20.48832 0.20 -0.05 -0.19 0.358
H 26.31204 9.49906 21.08169 0.42 -0.08 -0.45 0.354
H 23.70988 10.33098 19.67815 0.16 -0.37 -0.32 -0.058
H 23.99685 10.27650 21.32819 0.04 -0.45 0.35 0.574
H 24.05534 8.71960 20.39600 -0.11 0.16 0.05 0.388
H 26.00825 11.64548 17.95520 0.29 -0.09 0.40 0.214
H 24.74713 10.47943 17.86905 0.06 -0.34 0.00 -0.724
H 25.82465 10.99088 15.58144 0.35 1.08 0.40 0.813
H 25.68389 9.40808 15.97622 -0.05 -0.82 0.24 0.366
H 29.09555 9.28025 14.98447 0.20 -0.70 1.28 0.320
H 27.86508 9.69251 14.12568 -1.23 0.62 -0.06 0.301
H 27.54833 8.26264 15.05952 0.24 -0.19 0.44 0.381
C 19.81650 12.24466 21.18831 1.10 0.96 -0.05 -1.401
C 21.07682 13.08148 20.74735 -0.41 -1.31 -1.33 -0.086
N 21.18171 13.26006 19.20438 0.22 0.68 0.87 1.387
C 21.27345 11.86458 18.52195 0.37 1.68 1.54 -0.220
C 19.93627 14.10836 18.74123 0.95 -0.71 -0.11 0.376
C 19.81150 14.14534 17.24082 0.06 -0.36 -0.88 -0.713
C 22.49378 14.11400 18.94636 -1.19 -0.54 -1.18 0.259
C 23.79478 13.40606 19.18976 0.36 -0.86 -0.45 -0.026
O 24.19726 13.20882 20.49504 0.32 -0.82 1.24 -0.248
C 24.43909 14.38248 21.22980 0.47 0.69 1.10 -0.619
H 19.71224 11.28500 20.68205 0.22 0.14 -0.35 0.054
H 18.90368 12.82934 21.07428 -0.06 -0.13 0.23 0.180
H 19.99192 11.95786 22.22517 -0.21 0.31 0.16 0.734
H 21.98745 12.52426 20.96724 -0.06 0.11 0.27 0.307
H 21.20014 14.09338 21.13332 -0.47 -0.11 0.32 0.447
H 20.27998 11.43476 18.64984 0.21 -0.18 -0.93 0.614
H 21.95335 11.24594 19.10770 -0.26 0.12 0.09 -0.443
H 21.78581 12.04236 17.57644 -0.77 -0.28 -0.38 -0.235
H 20.10326 15.12170 19.10642 0.02 -0.17 0.35 -0.019
H 19.04175 13.66742 19.18111 0.18 0.13 0.17 -0.276
H 18.99313 14.75452 16.85706 -0.12 0.46 0.64 0.158
H 19.55204 13.16962 16.83001 0.33 -0.28 0.10 -0.251
H 20.72179 14.50100 16.75814 0.05 -0.11 -0.08 0.565
H 22.40932 15.08834 19.42761 -0.15 0.00 0.20 0.182
H 22.45001 14.21772 17.86219 0.19 0.41 -0.02 -0.191
H 24.63076 13.84192 18.64270 -0.34 0.78 -0.36 1.058
H 23.73864 12.41120 18.74792 -0.13 -0.10 -0.03 -1.304
H 25.01660 14.20570 22.13718 -0.20 -0.97 0.14 0.308
H 23.51093 14.83898 21.57363 0.12 0.42 -0.43 0.041
H 25.13122 15.07800 20.75512 -0.59 0.31 -0.81 0.385
C 12.65328 10.09864 16.66580 0.33 -0.21 1.84 -1.336
C 13.38221 11.01976 17.69937 -0.16 -1.26 0.10 -0.102
N 14.41835 10.28908 18.66361 -0.70 -0.29 -1.47 0.397
C 13.69823 9.11795 19.43556 0.28 1.54 0.00 -0.968
C 15.59965 9.70180 17.79218 0.22 0.07 0.46 -0.844
C 16.62194 10.72454 17.12252 0.15 -0.64 1.28 -0.380
C 14.82617 11.39224 19.63670 1.83 -0.27 -0.50 -0.280
C 15.60933 10.91286 20.85258 -0.77 -0.11 -0.04 -1.224
O 16.76985 10.15220 20.55773 -0.51 0.72 0.26 -0.018
C 17.38152 9.69392 21.77948 -0.07 -0.05 -0.10 -0.955
H 11.85277 9.51862 17.12500 -0.21 0.32 0.23 0.396
H 13.34003 9.30556 16.37000 0.07 0.45 -0.87 0.329
H 12.19125 10.70340 15.88548 0.46 -0.22 -0.20 0.353
H 12.70639 11.50706 18.40215 -0.18 -0.10 -0.25 0.535
H 13.90600 11.79550 17.14083 0.46 -0.12 0.40 0.113
H 12.93060 9.59907 20.04168 -0.49 0.05 -0.55 0.435
H 14.30206 8.68439 20.23276 0.75 -0.07 -0.72 0.274
H 13.30589 8.36938 18.74721 0.14 0.28 0.05 0.399
H 15.24783 8.88995 17.15562 -1.05 0.95 -0.95 0.843
H 16.04595 8.95212 18.44555 1.06 1.07 0.75 0.459
H 16.33731 11.62062 16.57107 -1.07 -0.25 0.05 -0.087
H 17.32209 10.21852 16.45781 -0.33 -0.57 0.01 0.256
H 17.27997 11.12256 17.89496 -0.11 -0.09 0.31 0.106
H 13.96237 12.00378 19.89739 -0.17 -0.55 0.33 0.563
H 15.48695 12.10446 19.14250 -0.01 -0.16 -0.69 -0.199
H 14.89111 10.35669 21.45502 0.24 -0.32 0.54 0.544
H 15.82953 11.84156 21.37900 0.30 0.05 0.27 0.442
H 16.73261 8.94356 22.23113 0.18 -0.30 -0.01 0.403
H 17.50442 10.47482 22.52994 -0.12 0.44 -0.19 0.381
H 18.37801 9.31514 21.55229 -0.27 -0.25 -0.22 0.168
C 19.88196 14.99488 13.08438 -1.02 0.88 -0.40 -0.526
C 18.85196 15.25212 11.96706 0.55 -3.92 1.30 0.190
O 17.87263 14.54662 11.75545 2.33 3.08 -0.09 -0.510
N 19.40101 16.22371 10.94512 -1.89 -0.46 0.17 -0.081
H 20.39288 16.14690 10.77081 0.78 0.11 0.78 0.432
H 19.01645 15.83700 10.09502 -0.60 0.39 -0.88 0.433
C 18.90991 17.63968 11.18560 0.49 0.23 -0.76 -0.764
H 20.50452 15.86990 13.27105 -0.19 0.10 0.32 0.566
H 20.60090 14.23666 12.77401 -0.12 -0.30 -0.25 0.360
H 19.35139 14.64640 13.97047 0.27 0.07 0.03 -0.100
H 19.56883 18.21062 10.53141 -0.66 0.47 -0.09 0.395
H 19.03594 18.03488 12.19358 0.31 -0.73 0.16 0.315
H 17.84978 17.65948 10.93294 0.26 0.15 -0.26 0.319
N 21.31400 8.17172 18.88239 -0.71 -0.90 0.72 0.691
O 21.90568 9.02224 18.21602 1.63 1.26 -1.80 -0.366
O 20.39015 8.55559 19.59322 -1.44 0.56 1.11 -0.595
O 21.61720 6.98446 18.84857 0.55 -0.49 -0.36 -0.680
N 22.94371 17.98509 20.49641 1.01 0.87 0.61 0.976
O 22.91584 19.15416 20.87175 -0.59 1.08 0.16 -0.720
O 23.29897 17.65734 19.39701 0.69 0.02 -3.98 -0.684
O 22.71732 17.06998 21.26399 -1.83 -2.34 3.20 -0.492
N 23.58592 13.22100 15.05940 1.70 -0.82 -2.36 1.071
O 22.58494 13.81640 14.82763 -5.00 2.86 -1.48 -0.700
O 24.31344 12.85908 14.14616 1.33 -0.79 -1.89 -0.726
O 23.85641 12.95128 16.17504 1.44 -1.56 5.67 -0.497
N 16.14483 14.93868 19.44742 2.95 0.75 1.87 0.471
O 16.99016 14.45110 20.27839 -1.35 0.61 0.63 -0.290
O 16.17740 14.46436 18.34764 -0.74 -2.27 -4.23 -0.205
O 15.48686 15.94730 19.63771 -0.85 0.73 1.39 -0.681
```
Positions in Å, forces in eV/Å.

Summary:
maximum force	6.06	eV/Å
gap between HOMO and LUMO	3.895	eV
lowest unoccupied orbital energy	-7.6	eV
relative energy (zero: lowest compared OMol25 entry of this formula, charge and spin)	4.996	eV
net charge	+3